Molecular formula: C2H10N2
Method: DFT, the ωB97M-V functional and the def2-TZVPD basis

```
14
Properties=species:S:1:pos:R:3:lowdin_charge:R:1
C -0.337 1.747 1.471 -0.12
C -0.015 0.412 0.840 -0.38
N 1.393 0.035 1.018 -0.02
H -0.214 1.682 2.549 0.07
H -1.385 1.973 1.303 0.07
H 0.338 2.489 1.061 0.07
H -0.225 0.491 -0.232 0.09
H -0.709 -0.357 1.203 0.10
H 1.620 0.014 2.009 0.06
H 1.497 -0.938 0.743 0.06
N -0.285 -2.034 -2.806 0.00
H -0.914 -2.666 -3.294 0.00
H 0.126 -1.471 -3.548 0.00
H -0.891 -1.377 -2.316 0.00
```

- E_HOMO: -9.3375 eV
- LUMO energy: 1.0 eV
- SMILES: CCN.N
- Relative energy (zero: lowest compared OMol25 entry of this formula, charge and spin): 1.6 kcal per mole
- F_max: 0.648 eV/A